# 1
C9H7NO in the gas phase, computed with the ωB97M-V functional and the def2-TZVPD basis.

Last column: natural (NBO) charge in e.
Cartesian coordinates (Å):
C: -1.424 1.325 -0.219  0.558
C: -2.608 0.182 -0.078  -0.357
C: -2.265 -1.096 0.210  -0.030
C: 0.120 -0.690 -0.224  0.238
C: 1.523 -1.109 -0.271  -0.274
C: 2.535 -0.280 -0.180  -0.174
C: 2.471 1.188 0.237  -0.227
C: 1.083 1.507 0.169  -0.142
C: -0.081 0.729 -0.094  -0.218
H: -3.652 0.320 0.312  0.222
H: -3.161 -1.627 0.113  0.226
H: -0.698 -2.593 -0.283  0.395
H: 1.280 -2.259 -0.107  0.215
H: 3.507 -0.716 -0.216  0.212
H: 3.394 1.786 0.455  0.249
H: 0.779 2.453 0.182  0.209
N: -1.012 -1.541 0.177  -0.564
O: -1.792 2.422 -0.183  -0.536

Summary:
- SMILES: O=c1cc[nH]c2ccccc12
- Charge: 0
- Highest occupied orbital energy: -8.40 eV

---

# 2
2 unconnected molecules or ions with the total composition C3H7N3O, computed with the ωB97M-V functional and the def2-TZVPD basis.

Last column: natural (NBO) charge in e.
Cartesian coordinates (Å):
C: -1.505 -0.369 -1.410  -0.406
N: -0.156 -0.061 -1.783  -0.519
C: 0.694 0.458 -1.060  0.650
N: 1.772 1.090 -0.831  -0.882
C: 0.455 -0.043 1.105  0.375
O: 1.467 0.595 1.608  -0.689
N: -0.207 -0.746 2.020  -0.799
H: -2.189 0.436 -1.705  0.198
H: -1.578 -0.494 -0.319  0.172
H: -1.834 -1.287 -1.907  0.199
H: 1.889 1.008 0.771  0.518
H: 1.958 1.834 -1.493  0.396
H: -0.999 -1.306 1.752  0.400
H: 0.094 -0.781 2.990  0.387

Summary:
- Charge: 0
- Highest occupied orbital energy: -8.63 eV

---

# 3
A molecular structure, C32H28N2O3PPd, computed with the ωB97M-V functional and the def2-TZVPD basis.

Last column: natural (NBO) charge in e.
Cartesian coordinates (Å):
Pd: -1.024 0.111 1.906  0.731
N: 0.618 0.759 -0.707  -0.983
P: 0.032 -0.585 0.060  1.486
C: 1.209 -1.853 0.635  -0.416
C: 1.022 -2.450 1.878  -0.184
C: 1.903 -3.431 2.298  -0.199
C: 2.960 -3.806 1.480  -0.184
C: 3.142 -3.211 0.243  -0.219
C: 2.259 -2.237 -0.188  -0.150
C: -0.695 -1.454 -1.381  -0.432
C: -0.853 -2.834 -1.267  -0.108
C: -1.228 -3.592 -2.360  -0.216
C: -1.480 -2.972 -3.573  -0.172
C: -1.362 -1.596 -3.683  -0.212
C: -0.979 -0.832 -2.592  -0.197
C: 0.977 1.815 1.557  0.236
C: 2.266 2.358 2.080  0.147
C: 2.288 3.415 2.934  -0.303
C: 1.086 3.994 3.372  0.071
C: -0.121 3.392 2.991  -0.004
N: -0.206 2.378 2.181  -0.279
H: 1.212 0.580 -1.511  0.431
H: 0.169 -2.144 2.509  0.229
H: 1.771 -3.910 3.256  0.230
H: 3.642 -4.575 1.806  0.228
H: 3.966 -3.504 -0.389  0.226
H: 2.371 -1.777 -1.161  0.201
H: -0.655 -3.312 -0.319  0.218
H: -1.310 -4.665 -2.277  0.230
H: -1.769 -3.562 -4.428  0.228
H: -1.572 -1.119 -4.628  0.227
H: -0.901 0.242 -2.683  0.222
H: 3.162 1.839 1.784  0.254
H: 3.230 3.781 3.313  0.259
H: 1.090 4.820 4.064  0.254
H: -1.058 3.742 3.406  0.239
C: -0.318 2.930 -0.377  -0.624
C: 0.889 2.043 -0.068  0.176
O: 0.891 0.449 1.773  -0.705
C: 2.197 2.554 -0.647  -0.007
C: 3.243 1.644 -0.826  -0.270
C: 4.378 1.998 -1.529  -0.182
C: 4.493 3.269 -2.067  -0.190
C: 3.494 4.196 -1.835  -0.190
C: 2.360 3.851 -1.117  -0.227
H: -1.229 2.399 -0.068  0.245
H: -0.358 3.123 -1.446  0.237
H: -0.263 3.878 0.148  0.207
H: 3.180 0.650 -0.397  0.223
H: 5.168 1.277 -1.667  0.228
H: 5.359 3.542 -2.649  0.233
H: 3.583 5.194 -2.231  0.230
H: 1.606 4.602 -0.944  0.221
O: -4.926 -0.235 3.238  -0.603
C: -4.057 -0.426 2.424  0.767
O: -2.817 -0.154 2.545  -0.784
C: -4.395 -1.106 1.099  -0.076
C: -3.737 -0.747 -0.068  -0.245
C: -4.041 -1.409 -1.245  -0.211
C: -4.955 -2.450 -1.240  -0.214
C: -5.612 -2.795 -0.071  -0.207
C: -5.356 -2.105 1.103  -0.194
H: -3.014 0.075 -0.067  0.198
H: -3.567 -1.112 -2.167  0.208
H: -5.154 -2.987 -2.156  0.214
H: -6.328 -3.602 -0.069  0.218
H: -5.876 -2.351 2.017  0.236

Summary:
- Charge: +1
- Highest occupied orbital energy (alpha / beta): -10.64 / -10.64 eV

---

# 4
A gas-phase ion, C3H7O (charge -1), computed with the ωB97M-V functional and the def2-TZVPD basis.

Last column: natural (NBO) charge in e.
Cartesian coordinates (Å):
C: 0.003 0.178 0.886  0.034
O: -0.566 1.341 0.981  -0.936
C: 0.508 0.033 -0.577  -0.472
C: 0.064 -1.264 -1.126  -0.590
H: -0.735 -0.612 1.127  0.060
H: 0.902 -0.218 1.599  -0.009
H: 1.499 0.167 -0.766  0.164
H: -0.010 0.842 -1.051  0.207
H: 0.206 -1.130 -2.277  0.176
H: -1.177 -1.284 -0.956  0.174
H: 0.389 -2.173 -0.626  0.191

Summary:
- SMILES: CCC[O-]
- Charge: -1
- Highest occupied orbital energy: -1.97 eV

---

# 5
C18H22ClN5O4S in the gas phase, computed with the ωB97M-V functional and the def2-TZVPD basis.

Last column: natural (NBO) charge in e.
Cartesian coordinates (Å):
C: 5.189 0.163 -0.434  -0.606
C: 3.930 -0.195 0.332  -0.127
N: 3.165 1.033 0.677  -0.887
S: 1.725 1.439 -0.001  2.322
C: 1.772 3.200 0.067  -0.877
O: 1.767 1.018 -1.369  -0.942
O: 0.636 1.018 0.848  -0.971
C: 3.173 -1.383 -0.292  0.680
O: 3.724 -2.089 -1.114  -0.618
N: 1.965 -1.664 0.242  -0.643
C: 1.185 -2.839 -0.127  -0.046
C: 0.150 -3.053 0.968  -0.228
N: -0.848 -2.029 0.650  -0.421
C: -1.348 -1.267 1.645  0.656
O: -1.112 -1.471 2.829  -0.629
C: -2.245 -0.106 1.281  0.163
C: -2.185 1.018 2.145  -0.225
C: -2.981 2.082 1.877  0.023
Cl: -2.919 3.492 2.879  0.019
C: -3.871 2.042 0.771  -0.100
C: -4.759 3.068 0.386  -0.236
C: -5.556 2.873 -0.705  0.021
N: -5.553 1.742 -1.456  -0.405
C: -4.736 0.787 -1.107  0.082
C: -3.856 0.865 0.001  0.107
N: -3.040 -0.194 0.254  -0.390
C: -0.820 -1.706 -0.789  -0.222
C: 0.278 -2.618 -1.347  -0.214
C: 0.928 -2.082 -2.609  -0.618
H: 5.799 -0.723 -0.589  0.238
H: 4.935 0.574 -1.411  0.223
H: 5.755 0.905 0.127  0.208
H: 4.238 -0.592 1.305  0.218
H: 3.111 1.181 1.677  0.403
H: 0.818 3.545 -0.329  0.258
H: 1.880 3.516 1.102  0.245
H: 2.599 3.549 -0.544  0.254
H: 1.528 -1.006 0.871  0.416
H: 1.866 -3.678 -0.262  0.230
H: -0.284 -4.054 0.907  0.206
H: 0.530 -2.900 1.976  0.240
H: -1.505 0.999 2.983  0.260
H: -4.807 3.990 0.948  0.233
H: -6.248 3.643 -1.024  0.199
H: -4.726 -0.122 -1.699  0.202
H: -1.786 -1.885 -1.254  0.222
H: -0.559 -0.655 -0.933  0.213
H: -0.165 -3.596 -1.561  0.202
H: 1.387 -1.111 -2.430  0.232
H: 1.698 -2.761 -2.972  0.225
H: 0.177 -1.960 -3.392  0.208

Summary:
- SMILES: C[C@@H]1CN(C(=O)c2cc(Cl)c3ccncc3n2)C[C@@H]1NC(=O)[C@@H](C)NS(C)(=O)=O
- Charge: 0
- Highest occupied orbital energy: -9.22 eV

---

# 6
A gas-phase ion, C34H54FSi (charge +1), computed with the ωB97M-V functional and the def2-TZVPD basis.

Last column: Mulliken charge in e.
Cartesian coordinates (Å):
C: -6.144 -0.719 2.139  -1.143
C: -4.923 -0.867 3.042  -0.601
C: -3.605 -1.059 2.290  -0.408
C: -3.211 0.138 1.420  -0.910
C: -1.917 -0.074 0.633  0.083
C: -0.677 -0.316 1.501  -0.426
Si: 0.872 -0.465 0.448  -0.870
C: 2.361 -0.728 1.593  -0.306
C: 2.508 0.251 2.763  -0.720
C: 3.690 -0.032 3.712  -1.109
C: 5.061 -0.221 3.050  -0.628
C: 5.510 0.949 2.177  0.013
C: 6.879 0.719 1.546  -1.367
C: 0.802 -2.020 -0.609  -0.459
C: 0.488 -3.336 0.145  -0.755
C: 1.594 -4.387 0.068  -0.706
C: 1.243 -5.659 0.841  -0.713
C: 2.323 -6.730 0.748  -0.338
C: 1.989 -7.980 1.554  -1.283
C: 0.942 1.091 -0.653  -1.131
C: 0.013 1.247 -1.764  0.190
C: 0.269 2.334 -2.730  -1.349
H: -7.052 -0.648 2.745  0.375
H: -6.082 0.183 1.522  0.291
H: -6.253 -1.583 1.473  0.287
H: -4.836 0.014 3.687  0.321
H: -5.058 -1.731 3.700  0.353
H: -2.808 -1.248 3.021  0.240
H: -3.672 -1.954 1.655  0.306
H: -4.019 0.356 0.709  0.376
H: -3.103 1.023 2.064  0.289
H: -2.054 -0.921 -0.058  0.288
H: -1.749 0.803 -0.007  -0.362
H: -0.539 0.518 2.211  0.545
H: -0.799 -1.226 2.111  0.430
H: 2.288 -1.757 1.985  0.372
H: 3.259 -0.709 0.955  0.368
H: 2.593 1.278 2.379  0.372
H: 1.589 0.230 3.368  0.302
H: 3.754 0.797 4.429  0.411
H: 3.476 -0.936 4.294  0.365
H: 5.808 -0.367 3.843  0.467
H: 5.063 -1.141 2.449  0.226
H: 4.765 1.130 1.391  0.034
H: 5.540 1.859 2.792  0.294
H: 7.144 1.568 0.911  0.378
H: 7.654 0.613 2.313  0.329
H: 6.883 -0.184 0.926  0.327
H: 0.034 -1.842 -1.377  0.486
H: 1.765 -2.090 -1.138  0.631
H: 0.268 -3.141 1.208  0.164
H: -0.433 -3.772 -0.272  0.503
H: 1.778 -4.645 -0.985  0.348
H: 2.537 -3.976 0.459  0.234
H: 1.074 -5.405 1.897  0.345
H: 0.296 -6.064 0.458  0.289
H: 2.463 -6.997 -0.306  0.314
H: 3.272 -6.309 1.099  0.312
H: 2.779 -8.726 1.433  0.379
H: 1.902 -7.753 2.621  0.321
H: 1.048 -8.429 1.222  0.323
H: 0.794 1.920 0.067  0.569
H: 2.009 1.170 -0.935  0.708
H: -0.766 0.495 -1.978  0.755
H: 0.814 1.863 -3.580  0.536
H: 1.036 2.973 -2.254  0.681
F: -5.044 0.754 -6.112  -0.307
C: -4.041 1.420 -5.455  0.303
C: -2.721 1.230 -5.856  -0.666
C: -1.719 1.764 -5.046  -0.503
C: -2.006 2.556 -3.929  0.075
C: -0.778 3.210 -3.254  0.350
C: -1.071 4.441 -2.353  0.130
C: -0.172 5.496 -2.539  -0.437
C: -0.344 6.730 -1.918  -0.695
C: -1.451 6.930 -1.087  -0.460
C: -2.334 5.871 -0.857  -0.852
C: -2.100 4.600 -1.418  -0.101
C: -3.350 2.851 -3.660  -0.271
C: -4.381 2.233 -4.382  -0.824
H: -2.479 0.669 -6.752  0.434
H: -0.676 1.608 -5.333  0.295
H: -0.275 3.679 -4.131  0.569
H: 0.664 5.364 -3.229  0.339
H: 0.377 7.527 -2.098  0.409
H: -1.626 7.906 -0.634  0.389
H: -3.213 6.027 -0.231  0.405
H: -2.749 3.768 -1.132  0.472
H: -3.616 3.584 -2.902  0.540
H: -5.422 2.411 -4.116  0.466

Summary:
- Charge: +1
- Highest occupied orbital energy: -11.91 eV

---

Calculated largest force on an atom (eV Å⁻¹), listed in the same order as above: 8.608; 0.679; 2.637; 4.811; 0.460; 3.793